Formula: C23H36N4O5PRuS4Si2
Source: OMol25
Level of theory: wB97M-V/def2-TZVPD

Structure (XYZ):
```
76
Properties=species:S:1:pos:R:3:forces:R:3
Ru 0.09611 -0.90649 0.22142 -0.772 -0.105 0.785
O -4.81222 -0.32067 3.20751 0.136 -0.093 -0.235
C -3.81344 -0.05747 2.34439 0.377 0.507 0.284
O -3.79858 -0.46748 1.21436 0.004 -0.043 0.269
C -2.70962 0.77164 3.00172 -0.672 -0.239 -0.116
C -2.80570 1.06622 4.34522 0.304 0.124 0.135
C -1.69393 1.62040 4.98836 -0.185 -0.123 -0.253
C -0.53040 1.75845 4.26872 -0.006 -0.149 -0.206
C -0.51757 1.43193 2.90095 0.272 0.039 0.331
N -1.61885 1.04856 2.26905 -0.095 -0.016 0.186
C 0.88041 1.43387 2.22996 -0.200 0.018 0.200
O 1.62465 2.33180 2.60258 0.056 0.024 -0.083
O 1.17880 0.48467 1.43879 0.061 0.108 0.012
H -5.40256 -0.94832 2.76064 0.000 0.044 0.036
H -3.71503 0.84299 4.87721 -0.024 -0.041 0.060
H -1.73768 1.88148 6.03680 0.001 -0.013 0.010
H 0.39629 2.09262 4.71054 -0.009 0.059 0.006
O -4.34964 -5.95805 1.41452 -0.030 -0.022 -0.015
C -3.56011 -5.08267 1.19802 -0.024 0.024 0.052
S -2.94637 -4.68094 -0.41814 0.025 0.027 0.018
C -1.90254 -3.37144 0.08918 -0.049 -0.019 -0.160
C -1.86874 -3.07980 1.40450 -0.079 -0.094 0.345
S -0.89209 -1.82490 2.04828 0.133 0.041 -0.180
S -2.88149 -4.03718 2.46564 -0.017 -0.008 0.000
S -0.97697 -2.49767 -1.05884 0.132 -0.096 -0.324
C -2.95817 2.16069 -2.65836 -0.055 0.008 -0.041
N -1.53515 1.69247 -2.86120 -0.046 0.053 0.033
C -0.57524 2.82929 -2.52076 0.013 0.031 -0.037
N -0.81921 3.31316 -1.21256 0.020 0.062 -0.004
C -2.19745 3.73749 -1.06592 -0.046 -0.039 0.018
N -3.12381 2.64414 -1.33541 0.029 0.036 0.066
C -3.11157 1.60854 -0.30620 -0.241 -0.215 0.601
P -1.42152 0.81836 -0.04803 0.819 0.047 -1.918
C -1.28728 0.52612 -1.94810 0.155 -0.085 0.002
C -0.41134 2.39124 -0.14715 -0.152 0.162 0.251
H -3.60573 1.30343 -2.84144 0.008 0.020 -0.040
H -3.15828 2.94577 -3.39013 0.039 0.024 0.027
H -1.39774 1.42844 -3.83865 0.057 -0.094 0.054
H -0.74378 3.61010 -3.26562 -0.009 0.001 0.019
H 0.43317 2.42854 -2.61283 -0.017 -0.007 -0.016
H -2.40538 4.55451 -1.76051 0.012 -0.002 -0.015
H -2.35449 4.09012 -0.04752 -0.007 0.024 -0.006
H -3.82364 0.83024 -0.56797 0.016 0.034 -0.037
H -3.44967 2.06936 0.62265 0.009 -0.052 0.007
H -1.97142 -0.27398 -2.23087 -0.017 0.016 0.015
H -0.27266 0.17478 -2.12774 -0.041 0.025 -0.106
H 0.62737 2.10856 -0.29806 0.018 -0.019 -0.010
H -0.45904 2.95350 0.78533 0.035 -0.042 0.024
C 2.10881 0.46939 -3.44138 -0.073 0.048 0.010
Si 2.83235 0.11876 -1.71132 0.228 -0.269 -0.164
C 4.59428 -0.38142 -2.16826 0.049 0.003 0.028
C 3.06026 1.74637 -0.79262 -0.115 0.070 0.055
C 1.84386 -1.27036 -0.95502 -0.415 0.349 0.212
Si 2.84531 -2.47726 0.10095 -0.002 0.067 -0.206
C 3.61038 -3.72254 -1.07881 0.094 -0.055 -0.003
C 4.13861 -1.54922 1.09369 0.035 0.047 0.017
C 1.91275 -3.56127 1.31416 -0.104 0.004 0.078
H 2.40515 1.46101 -3.79635 0.019 0.008 -0.015
H 1.02411 0.38065 -3.52440 -0.023 0.014 -0.041
H 2.52609 -0.25881 -4.14029 -0.003 -0.026 -0.004
H 4.97466 0.29810 -2.93643 -0.007 0.043 0.003
H 4.65329 -1.39403 -2.56410 0.011 0.002 -0.070
H 5.26722 -0.31347 -1.31357 0.026 -0.023 0.015
H 4.13137 1.94893 -0.72775 0.005 0.037 -0.031
H 2.67436 1.73951 0.22480 0.016 -0.027 0.043
H 2.61220 2.59035 -1.32708 0.006 0.022 0.001
H 1.47113 -1.83993 -1.81924 0.252 -0.141 0.009
H 4.16191 -3.26272 -1.89639 0.010 -0.004 -0.022
H 2.81584 -4.33603 -1.51158 0.003 -0.017 -0.003
H 4.29428 -4.38776 -0.54566 -0.012 -0.036 0.007
H 5.08110 -1.44703 0.55600 0.024 0.003 -0.009
H 4.34434 -2.07541 2.02804 0.012 -0.002 0.015
H 3.77880 -0.54882 1.34740 -0.019 0.001 0.041
H 1.02175 -4.01536 0.87421 0.004 -0.020 -0.004
H 1.60544 -3.02202 2.20992 0.030 -0.018 0.003
H 2.58964 -4.36602 1.61670 0.012 -0.020 -0.002
```
Forces are in eV/Å.

2S+1: 2
LUMO level (spin up / spin down): -0.49 / -1.01 eV
Molar mass: 765.048 g mol⁻¹
Gap between HOMO and LUMO (spin up / spin down): 0.2231 / 0.2132 hartree
Max |F|: 2.09 eV/Å
Total energy: -4101.28801 a.u.

Results of the Mulliken charge analysis, in e, for atoms 1 through 8: atom 1 (Ru): -0.37, atom 2 (O): -0.51, atom 3 (C): 0.12, atom 4 (O): -0.44, atom 5 (C): 0.56, atom 6 (C): -0.88, atom 7 (C): -0.61, atom 8 (C): -1.17